Record 1
{
  "formula": "C20H63N25O18P",
  "method": "ωB97M-V with the def2-TZVPD basis set",
  "total_charge": 1,
  "spin_multiplicity": 1,
  "orbital_gap_ha": 0.2634,
  "symbols": ["C", "O", "C", "P", "O", "C", "C", "O", "O", "N", "C", "C", "O", "C", "C", "O", "H", "H", "H", "H", "H", "H", "H", "H", "H", "H", "H", "H", "H", "H", "H", "C", "O", "N", "N", "H", "H", "H", "H", "C", "O", "N", "N", "H", "H", "H", "H", "C", "O", "N", "N", "H", "H", "H", "H", "C", "O", "N", "N", "H", "H", "H", "H", "C", "O", "N", "N", "H", "H", "H", "H", "C", "O", "N", "N", "H", "H", "H", "H", "C", "O", "N", "N", "H", "H", "H", "H", "C", "O", "N", "N", "H", "H", "H", "H", "C", "O", "N", "N", "H", "H", "H", "H", "C", "O", "N", "N", "H", "H", "H", "H", "C", "O", "N", "N", "H", "H", "H", "H", "C", "O", "N", "N", "H", "H", "H", "H"],
  "positions_angstrom": [[-1.1275, -0.4954, 3.2085], [-2.4941, -0.0526, 3.2643], [-3.0716, -0.2103, 1.9964], [-4.2871, 1.1082, 1.6651], [-4.8542, 0.8732, 0.1915], [-5.5609, 0.9998, 2.9863], [-6.6247, -0.0989, 2.8223], [-7.1416, -0.4768, 3.7781], [-6.9366, -0.6654, 1.6265], [-3.6998, 2.6852, 1.7215], [-2.8227, 2.9652, 2.8846], [-3.4996, 3.6758, 4.0401], [-1.6954, 2.7104, 2.9079], [-3.1014, 3.1174, 0.4348], [-2.0111, 2.3468, -0.2482], [-3.4957, 4.1025, -0.0076], [-1.0766, -1.5770, 3.0559], [-0.5558, 0.0293, 2.4442], [-0.6580, -0.2771, 4.1661], [-3.6405, -1.1602, 1.9868], [-2.3621, -0.2867, 1.1501], [-5.6393, 1.4429, 0.1036], [-5.9952, 1.9832, 3.1911], [-4.9928, 0.7414, 3.8874], [-7.1943, 0.0391, 1.0130], [-2.7951, 3.8944, 4.8326], [-4.3950, 3.1454, 4.3762], [-3.8654, 4.6213, 3.6199], [-1.3571, 3.0844, -0.7147], [-2.3820, 1.7367, -1.0728], [-1.3831, 1.7612, 0.4223], [-0.2135, -1.7113, -0.0383], [-0.8561, -0.6576, 0.0125], [-0.6163, -2.7650, -0.7989], [0.9298, -1.8965, 0.6506], [-0.1114, -3.6295, -0.8597], [-1.4625, -2.6567, -1.3267], [1.2604, -1.1355, 1.2175], [1.4712, -2.7415, 0.6213], [3.9240, 0.0029, 0.3213], [3.8699, -1.1980, 0.5804], [3.9357, 0.9553, 1.2983], [3.9776, 0.4581, -0.9516], [3.9806, 1.9381, 1.1088], [3.8985, 0.6451, 2.2607], [3.9812, -0.2254, -1.6895], [4.0301, 1.4283, -1.1932], [-5.2469, 6.2649, -3.1099], [-5.5962, 7.0284, -3.9913], [-4.4702, 5.1695, -3.3371], [-5.6103, 6.4480, -1.7989], [-4.1805, 4.5422, -2.6113], [-4.1729, 4.9919, -4.2938], [-6.1822, 7.2443, -1.5870], [-5.3331, 5.8333, -1.0573], [4.2118, 1.5595, 5.1020], [3.6075, 1.1325, 4.1286], [3.6053, 1.7641, 6.3044], [5.5384, 1.8636, 5.0607], [4.0806, 2.1127, 7.1150], [2.6274, 1.5490, 6.3674], [6.0152, 1.7227, 4.1882], [6.0538, 2.2142, 5.8456], [6.1396, -0.6640, -4.0192], [5.4159, -0.3806, -3.0678], [6.7758, -1.8516, -4.1177], [6.3562, 0.2020, -5.0539], [7.3773, -2.1187, -4.8864], [6.6304, -2.5050, -3.3702], [5.8978, 1.0926, -5.0119], [6.9412, -0.0097, -5.8396], [-4.3324, -2.6996, 6.5514], [-3.5749, -3.2617, 7.3160], [-4.8643, -3.3157, 5.4517], [-4.7225, -1.3995, 6.7197], [-5.4904, -2.8653, 4.8115], [-4.6048, -4.2715, 5.2898], [-4.3560, -0.9095, 7.5149], [-5.3469, -0.9209, 6.0976], [-2.9717, 4.5475, -6.9712], [-3.6779, 4.6973, -5.9846], [-2.2213, 3.4312, -7.1822], [-2.8804, 5.4916, -7.9450], [-1.6394, 3.2963, -7.9910], [-2.2635, 2.7114, -6.4854], [-3.4212, 6.3297, -7.8279], [-2.3092, 5.3861, -8.7603], [5.6999, -4.8647, 1.5347], [5.7571, -5.2302, 0.3713], [5.9624, -5.7036, 2.5802], [5.3681, -3.5855, 1.8834], [5.9191, -5.4156, 3.5385], [6.2134, -6.6620, 2.3663], [5.1670, -2.9382, 1.1375], [5.3152, -3.2642, 2.8305], [7.3067, -9.1460, 3.6051], [7.0500, -8.3953, 2.6787], [8.0214, -10.2934, 3.4354], [6.9006, -8.9006, 4.8855], [8.2448, -10.9256, 4.1801], [8.3352, -10.5039, 2.5057], [6.3708, -8.0646, 5.0466], [7.1019, -9.5054, 5.6588], [-7.3460, 2.7636, 5.9116], [-6.1924, 2.7945, 5.4865], [-8.3139, 2.0446, 5.2847], [-7.7337, 3.4363, 7.0230], [-9.2673, 1.9879, 5.5908], [-8.0311, 1.5411, 4.4675], [-7.0344, 3.9744, 7.5025], [-8.6692, 3.4223, 7.3837], [7.8435, -4.8393, -5.6462], [7.3587, -3.7176, -5.7312], [7.9241, -5.6789, -6.7147], [8.3375, -5.3359, -4.4792], [8.3147, -6.6007, -6.6696], [7.5672, -5.3425, -7.5902], [8.2924, -4.7447, -3.6692], [8.7359, -6.2511, -4.3892], [-1.6471, 4.0077, -11.7169], [-0.9314, 3.4704, -10.8869], [-2.0839, 3.3685, -12.8373], [-2.0684, 5.2991, -11.5787], [-2.6722, 3.7942, -13.5280], [-1.7908, 2.4173, -12.9654], [-1.7539, 5.7868, -10.7627], [-2.6597, 5.7742, -12.2341]]
}



Record 2
{
  "formula": "C25H29Br2N4OTi",
  "method": "ωB97M-V with the def2-TZVPD basis set",
  "total_charge": -1,
  "spin_multiplicity": 1,
  "e_above_lowest_ev": 1.453,
  "orbital_gap_ha": 0.2408,
  "symbols": ["Ti", "O", "C", "N", "C", "C", "C", "C", "C", "C", "N", "C", "C", "C", "C", "C", "N", "H", "H", "H", "H", "H", "H", "H", "H", "H", "H", "Br", "C", "Br", "H", "H", "C", "C", "C", "C", "C", "C", "C", "C", "C", "C", "C", "C", "N", "H", "H", "H", "H", "H", "H", "H", "H", "H", "H", "H", "H", "H", "H", "H", "H", "H"],
  "positions_angstrom": [[-0.2432, 1.2567, -0.1050], [3.4318, 2.2346, 1.6585], [2.2806, 1.8842, 1.3887], [1.7944, 1.5487, 0.1971], [2.6534, 1.8671, -0.9152], [1.9433, 1.5881, -2.2030], [2.6021, 1.6147, -3.4264], [1.8891, 1.3824, -4.5843], [0.5274, 1.1159, -4.4971], [-0.0523, 1.0825, -3.2466], [0.6410, 1.3097, -2.1278], [1.2255, 1.8349, 2.4593], [1.5249, 2.0592, 3.7855], [0.4912, 2.0178, 4.7099], [-0.7963, 1.7663, 4.2729], [-1.0219, 1.5555, 2.9211], [-0.0220, 1.5826, 2.0380], [3.5979, 1.3136, -0.8835], [2.9103, 2.9341, -0.8950], [3.6633, 1.8243, -3.4499], [2.3850, 1.4054, -5.5465], [-0.0737, 0.9308, -5.3757], [-1.1060, 0.8702, -3.1222], [2.5521, 2.2656, 4.0495], [0.6898, 2.1903, 5.7606], [-1.6362, 1.7531, 4.9528], [-2.0209, 1.4157, 2.5331], [-2.7935, 1.9889, -0.0601], [-3.1018, 3.3779, 1.5031], [-0.0001, 3.9945, -0.5705], [-4.0637, 3.7595, 1.1224], [-2.3626, 4.1202, 1.1692], [-3.1391, -0.8571, -1.8730], [-3.1038, -1.8173, -0.6863], [-3.5754, -1.2343, 0.6487], [-1.7690, -2.5138, -0.5068], [-1.8076, -3.9017, -0.5973], [-0.6964, -4.6889, -0.3706], [0.4807, -4.0572, -0.0221], [0.5826, -2.6733, 0.0765], [1.9466, -2.1499, 0.4802], [2.6209, -1.4109, -0.6737], [1.8944, -1.3776, 1.7981], [-0.5492, -1.8499, -0.1930], [-0.4623, -0.4550, -0.1604], [-4.1179, -0.3809, -1.9581], [-2.9357, -1.4060, -2.7965], [-2.3962, -0.0743, -1.7694], [-3.8149, -2.6123, -0.9342], [-2.8346, -0.5604, 1.0712], [-3.7428, -2.0499, 1.3568], [-4.5053, -0.6750, 0.5318], [-2.7535, -4.3710, -0.8454], [-0.7500, -5.7677, -0.4488], [1.3654, -4.6499, 0.1838], [2.5589, -3.0370, 0.6712], [1.9679, -0.6369, -1.0607], [2.8374, -2.1105, -1.4851], [3.5576, -0.9516, -0.3497], [1.1184, -0.6208, 1.7714], [2.8494, -0.8913, 2.0105], [1.6647, -2.0628, 2.6179]]
}



Record 3
{
  "formula": "C2H4F2N",
  "method": "ωB97M-V with the def2-TZVPD basis set",
  "total_charge": 1,
  "spin_multiplicity": 1,
  "e_above_lowest_ev": 3.883,
  "orbital_gap_ha": [0.3864, 0.3331],
  "symbols": ["C", "C", "N", "F", "F", "H", "H", "H", "H"],
  "positions_angstrom": [[0.2540, -0.1200, -0.8161], [0.2346, 0.1123, 0.6766], [1.2384, -0.6026, -0.0220], [1.9279, -1.6336, 0.1136], [2.8505, 1.1533, -0.0119], [-0.5348, -0.7937, -1.1648], [0.2121, 0.5598, -1.7178], [0.5734, 1.0202, 1.1132], [-0.4378, -0.4068, 1.3163]]
}



Record 4
{
  "formula": "C4H7NO",
  "method": "ωB97M-V with the def2-TZVPD basis set",
  "total_charge": 0,
  "spin_multiplicity": 1,
  "e_above_lowest_ev": 1.684,
  "orbital_gap_ha": 0.4271,
  "smiles": "CCOCC#N",
  "symbols": ["C", "C", "O", "C", "C", "N", "H", "H", "H", "H", "H", "H", "H"],
  "positions_angstrom": [[0.2423, 1.4238, 0.6441], [-0.4995, 0.8059, -0.5560], [-1.1677, -0.4168, -0.2645], [-0.3281, -1.4211, 0.2120], [0.7590, -1.7793, -0.7306], [1.6298, -2.0331, -1.4471], [0.0831, 0.8488, 1.5633], [1.3210, 1.4782, 0.4758], [-0.1307, 2.4299, 0.8479], [0.1904, 0.6469, -1.3972], [-1.3015, 1.4600, -0.9040], [-0.9463, -2.3019, 0.3949], [0.1480, -1.1415, 1.1613]]
}



Record 5
{
  "formula": "C4H6IN",
  "method": "ωB97M-V with the def2-TZVPD basis set",
  "total_charge": 0,
  "spin_multiplicity": 3,
  "e_above_lowest_ev": 1.502,
  "orbital_gap_ha": [0.2257, 0.2436],
  "symbols": ["C", "C", "C", "C", "N", "I", "H", "H", "H", "H", "H", "H"],
  "positions_angstrom": [[-1.5309, 0.3670, -0.2531], [-0.3036, 0.1020, -1.1237], [0.5528, 0.1781, 1.0921], [0.5903, -0.7057, -0.1691], [-2.3339, 0.2496, 0.5621], [0.8191, 1.8798, -1.4879], [-0.5344, -0.2476, -2.1951], [0.9583, 1.2351, 1.1322], [0.9563, -0.4440, 1.8783], [-0.5193, 0.2239, 1.4486], [-0.1645, -1.6815, -0.1678], [1.5097, -1.1569, -0.7165]]
}



Record 6
{
  "formula": "C16H14O3S",
  "method": "ωB97M-V with the def2-TZVPD basis set",
  "total_charge": 0,
  "spin_multiplicity": 1,
  "e_above_lowest_ev": 1.694,
  "orbital_gap_ha": 0.3433,
  "symbols": ["O", "O", "O", "C", "C", "C", "C", "C", "C", "C", "C", "C", "C", "C", "C", "C", "S", "C", "C", "C", "H", "H", "H", "H", "H", "H", "H", "H", "H", "H", "H", "H", "H", "H"],
  "positions_angstrom": [[2.4577, -5.1174, 1.7998], [-1.0101, 0.8982, -3.2656], [2.9892, -3.0232, 0.8816], [2.1874, -4.0923, 1.1918], [-2.1730, 2.6161, 2.0675], [-2.7670, 3.2548, 0.9941], [0.3014, -1.4608, -2.0949], [0.3156, -2.6087, -1.3102], [0.7016, -1.3971, 0.5920], [-0.9718, 1.9238, 1.8719], [-2.1954, 3.1501, -0.2935], [0.4012, -0.2471, -1.4624], [0.5687, -2.5991, 0.0437], [0.6283, -0.1871, -0.0662], [-0.3243, 1.8820, 0.6113], [-0.8931, 2.5711, -0.4886], [0.2876, 1.1459, -2.6882], [0.6935, -3.8652, 0.7892], [0.9867, 1.1739, 0.5470], [-0.0497, 2.7084, -1.7838], [2.4419, -2.5338, 0.2857], [-2.6079, 2.5434, 3.0934], [-3.6766, 3.8676, 1.0514], [0.0370, -1.4636, -3.1743], [0.3233, -3.5932, -1.6960], [0.7967, -1.3172, 1.7417], [-0.7519, 1.3441, 2.7571], [-2.7000, 3.6648, -1.1162], [0.1367, -3.8966, 1.6242], [0.3066, -4.7189, 0.2076], [1.6579, 1.7094, -0.1127], [1.5004, 1.1908, 1.5161], [0.9618, 3.1566, -1.6039], [-0.5604, 3.3205, -2.5107]]
}



Record 7
{
  "formula": "HINO2S",
  "method": "ωB97M-V with the def2-TZVPD basis set",
  "total_charge": -1,
  "spin_multiplicity": 1,
  "e_above_lowest_ev": 0.931,
  "orbital_gap_ha": [0.2709, 0.2727],
  "symbols": ["N", "O", "O", "S", "I", "H"],
  "positions_angstrom": [[0.1170, 0.5934, -0.4754], [-1.6158, -0.3634, -0.8552], [-0.6038, -1.2087, 1.2638], [-0.3896, -1.0064, -0.1729], [2.7112, 0.7868, -0.0245], [-0.2189, 1.1983, 0.2642]]
}



Record 8
{
  "formula": "C4H13N3",
  "method": "ωB97M-V with the def2-TZVPD basis set",
  "total_charge": 0,
  "spin_multiplicity": 1,
  "e_above_lowest_ev": 2.061,
  "orbital_gap_ha": 0.3512,
  "smiles": "NCCCNCN",
  "symbols": ["N", "C", "C", "C", "N", "C", "N", "H", "H", "H", "H", "H", "H", "H", "H", "H", "H", "H", "H", "H"],
  "positions_angstrom": [[2.0245, 0.3895, -1.1132], [1.7477, -0.6526, -0.0045], [0.5635, -1.5740, -0.4482], [-0.6484, -0.7879, -0.7906], [-1.4375, -0.1659, 0.2868], [-0.8822, 1.1121, 0.7107], [-1.9426, 1.9352, 1.3567], [2.1970, 1.1958, -0.5621], [2.8208, 0.0719, -1.5185], [1.4836, -0.0704, 0.8812], [2.6403, -1.2711, 0.1620], [0.3609, -2.2481, 0.4179], [0.8592, -2.2496, -1.2696], [-0.3516, -0.2023, -1.6293], [-1.4903, -1.4647, -1.2984], [-2.3711, -0.0897, 0.3803], [-0.5489, 1.6815, -0.1551], [-0.0410, 0.9441, 1.4052], [-2.9145, 1.9623, 0.8630], [-2.0694, 1.4838, 2.3257]]
}



Ordered F_max results: 0.089; 0.006; 0.087; 0.021; 0.105; 0.115; 0.045; 0.119; unit hartree/bohr.